8
Properties=species:S:1:pos:R:3:mulliken_spin:R:1 method="wB97M-V/def2-TZVPD" relative_energy_kj_mol=105.0 s_squared=2.0203 multiplicity=3 fmax_ha_per_bohr=0.1290
N -2.563 -1.472 1.828 0.68
N -2.210 -0.281 -0.123 0.70
N -2.046 -0.932 0.923 0.12
O 0.568 0.267 -0.209 0.00
O -2.506 -2.518 2.501 0.54
H -1.490 0.466 -0.235 -0.04
H 1.228 0.890 -0.465 0.00
H 0.789 0.002 0.664 0.00